# 1
This record from the OMol25 dataset describes an isolated molecule of C4H8O4. The level of theory is ωB97M-V/def2-TZVPD.

```
16
Properties=species:S:1:pos:R:3:nbo_charge:R:1
C 0.181 2.290 0.589 -0.256
C -0.287 -0.017 0.056 -0.041
C -1.120 -0.798 -0.968 -0.073
C 1.113 -0.588 0.204 0.766
H 1.125 1.995 1.023 0.191
H 0.273 3.253 0.081 0.201
H -0.567 2.408 1.404 0.166
H -0.768 0.000 1.038 0.201
H -1.937 -0.121 -1.262 0.208
H -0.500 -0.932 -1.867 0.169
H -0.746 -2.602 -0.397 0.479
H 1.899 -2.268 0.437 0.503
O -0.244 1.316 -0.403 -0.531
O -1.587 -2.076 -0.484 -0.710
O 1.007 -1.894 0.504 -0.696
O 2.159 0.034 0.046 -0.577
```

Its structure (SMILES) is CO[C@@H](CO)C(=O)O. The value obtained for the HOMO-LUMO gap is 0.3909 hartree. Its relative energy (zero: lowest compared OMol25 entry of this formula, charge and spin) is 201.5 kJ/mol. The multiplicity is 1.


# 2
This record from the OMol25 dataset describes a structure of composition C4H8O4. The level of theory is ωB97M-V/def2-TZVPD.

```
16
Properties=species:S:1:pos:R:3:nbo_charge:R:1
C -0.322 0.357 -0.218 0.100
C -1.139 -0.616 0.675 0.294
C -0.101 1.716 0.407 -0.629
C 0.905 -0.563 -0.122 0.573
O -0.838 0.499 -1.517 -0.693
O 2.125 -0.016 -0.035 -0.669
O -1.551 -1.685 0.157 -0.659
O 0.825 -1.704 -0.817 -0.714
H -1.102 -0.382 -1.827 0.482
H 2.773 -0.618 -0.435 0.500
H -0.111 -2.056 -0.639 0.516
H -1.652 -0.182 1.548 0.173
H 0.338 -0.905 1.149 0.037
H 0.645 2.273 -0.159 0.238
H 0.251 1.622 1.435 0.223
H -1.045 2.259 0.400 0.227
```

The value obtained for the HOMO-LUMO gap is 0.3645 hartree. Its relative energy (zero: lowest compared OMol25 entry of this formula, charge and spin) is 379.3 kJ/mol. The multiplicity is 1.


# 3
This record from the OMol25 dataset describes a structure of composition C4H8O4. The level of theory is ωB97M-V/def2-TZVPD.

```
16
Properties=species:S:1:pos:R:3:nbo_charge:R:1
C 0.413 0.695 0.359 0.782
C -1.857 -0.254 -1.255 -0.681
C 2.650 0.133 0.140 -0.271
C -1.485 0.241 0.121 0.508
O 0.512 1.728 0.936 -0.625
O -1.992 1.484 0.458 -0.746
O -1.656 -0.699 1.134 -0.739
O 1.238 -0.177 -0.090 -0.483
H -1.845 0.442 -2.151 0.233
H -1.229 -1.102 -1.507 0.229
H -2.935 -0.562 -1.183 0.212
H 2.895 1.102 -0.158 0.197
H 3.187 -0.611 -0.509 0.202
H 2.911 -0.009 1.171 0.198
H -1.256 2.027 0.817 0.505
H -2.604 -0.852 1.371 0.479
```

The value obtained for the HOMO-LUMO gap is 0.3708 hartree. Its relative energy (zero: lowest compared OMol25 entry of this formula, charge and spin) is 280.4 kJ/mol. The multiplicity is 1.


# 4
This record from the OMol25 dataset describes a structure of composition C4H8O4V. The level of theory is ωB97M-V/def2-TZVPD.

```
17
Properties=species:S:1:pos:R:3:nbo_charge:R:1
C -1.423 1.073 0.181 -0.553
C -1.065 -0.149 1.012 -0.426
C 0.377 -0.100 1.494 -0.074
O 0.900 -1.453 1.316 -0.546
C 2.060 -1.312 0.621 0.683
O 2.061 -1.309 -0.550 -0.578
H -2.491 1.068 0.010 0.234
H -1.112 2.015 0.603 0.234
H -0.949 0.876 -0.796 0.102
H -1.705 -0.282 1.872 0.235
H -1.121 -0.999 0.349 0.214
H 0.982 0.583 0.905 0.168
H 0.497 0.165 2.536 0.211
H 2.947 -1.186 1.244 0.139
O 0.365 -1.070 -4.259 -0.458
V -0.050 0.273 -3.409 1.896
O -0.289 1.908 -3.292 -0.480
```

The value obtained for the HOMO-LUMO gap is 0.1693 hartree. The charge is +1. The multiplicity is 1.


# 5
This record from the OMol25 dataset describes an isolated molecule of C4H8O6S. The level of theory is ωB97M-V/def2-TZVPD.

```
19
Properties=species:S:1:pos:R:3:nbo_charge:R:1
C 0.531 1.092 -1.152 -0.699
C 0.170 1.362 0.364 0.107
C -0.870 0.366 0.745 0.012
C -0.280 -1.032 0.444 0.281
O 2.060 -1.024 -0.930 -0.944
O -0.065 -1.187 -2.270 -0.926
O 1.323 1.302 1.190 -0.741
O -2.031 0.803 0.169 -0.701
O 0.718 -1.390 1.348 -0.705
O -1.299 -1.924 0.212 -0.683
S 0.652 -0.685 -1.154 2.070
H -0.330 1.234 -1.908 0.267
H 1.383 1.604 -1.558 0.269
H -0.245 2.441 0.446 0.210
H -0.958 0.451 1.763 0.181
H 1.409 0.623 1.882 0.506
H -2.678 0.112 -0.029 0.500
H 1.461 -1.530 0.766 0.504
H -0.952 -2.619 -0.327 0.491
```

Its structure (SMILES) is O=S1(=O)C[C@H](O)[C@@H](O)C1(O)O. The value obtained for the HOMO-LUMO gap is 0.4009 hartree. Its relative energy (zero: lowest compared OMol25 entry of this formula, charge and spin) is 0.0 kJ/mol. The multiplicity is 1.


# 6
This record from the OMol25 dataset describes a structure of composition C4H8OS. The level of theory is ωB97M-V/def2-TZVPD.

```
14
Properties=species:S:1:pos:R:3:nbo_charge:R:1
C 0.876 0.152 0.489 -0.294
C -0.228 1.035 0.057 -0.471
C -0.773 -0.079 -0.683 0.098
C -0.107 -1.054 0.475 -0.459
H 2.569 1.021 -0.587 0.116
H 1.452 0.422 1.463 0.219
H -0.734 1.371 1.015 0.236
H 0.180 1.870 -0.520 0.205
H -0.375 -0.352 -1.705 0.208
H -2.558 -0.928 0.156 0.444
H -0.773 -1.225 1.386 0.222
H 0.329 -1.819 -0.149 0.222
O -2.193 -0.147 -0.796 -0.699
S 2.336 -0.268 -0.602 -0.048
```

The value obtained for the HOMO-LUMO gap is 0.3509 hartree. Its relative energy (zero: lowest compared OMol25 entry of this formula, charge and spin) is 371.2 kJ/mol. The multiplicity is 1.